Entry 1
DFT (ωB97M-V with the def2-TZVPD basis set) results for 2 unconnected molecules or ions with the total composition C4H13N2O2.

## Properties
Kohn-Sham gap   7.19 eV
Charge   -1
E_HOMO   -3.2 eV

Each line ends with the natural charge from an NBO analysis.
Cartesian coordinates (Å):
1 N -0.97 -1.65 1.87  -0.87
2 C -0.53 -1.02 0.61  -0.06
3 C -0.77 0.51 0.67  -0.43
4 C -0.56 1.31 -0.68  0.00
5 O 0.65 1.78 -0.97  -0.95
6 C 0.93 -1.30 0.40  -0.24
7 N 1.30 -2.68 0.00  -0.85
8 H -1.97 -1.64 1.88  0.35
9 H -0.56 -1.42 2.76  0.36
10 H -1.12 -1.52 -0.18  0.18
11 H -1.79 0.64 1.09  0.17
12 H -0.17 0.93 1.47  0.19
13 H -0.95 0.51 -1.43  0.05
14 H -1.25 2.16 -0.54  0.10
15 H 1.42 -0.68 -0.39  0.23
16 H 1.54 -1.17 1.31  0.18
17 H 0.49 -3.21 -0.34  0.34
18 H 1.84 -2.78 -0.85  0.34
19 H 0.30 3.97 -2.77  0.44
20 H 1.04 3.22 -1.65  0.52
21 O 1.11 4.02 -2.26  -1.03



Entry 2
DFT (ωB97M-V with the def2-TZVPD basis set) results for 2 unconnected molecules or ions with the total composition C4H13N2O2.

## Properties
Kohn-Sham gap   7.56 eV
Charge   -1
E_HOMO   -3.6 eV

Each line ends with the natural charge from an NBO analysis.
Cartesian coordinates (Å):
1 C -1.58 -0.57 0.00  -0.07
2 O -2.08 0.38 0.89  -0.94
3 C -0.29 0.17 -0.76  -0.05
4 C 1.02 -0.03 0.14  -0.42
5 C 2.35 0.74 -0.18  -0.22
6 N 3.34 -0.14 -0.99  -0.85
7 N -0.60 1.55 -0.96  -0.87
8 H -2.25 -0.97 -0.67  0.12
9 H -1.27 -1.34 0.60  0.14
10 H -0.13 -0.41 -1.69  0.14
11 H 0.70 0.25 1.08  0.21
12 H 1.20 -1.17 0.22  0.18
13 H 2.25 1.74 -0.70  0.20
14 H 2.85 0.88 0.74  0.17
15 H 3.28 -0.11 -1.91  0.34
16 H 3.17 -1.06 -0.71  0.34
17 H -1.56 1.64 -1.39  0.36
18 H -0.58 2.02 -0.03  0.37
19 H -3.94 -1.30 2.57  0.43
20 H -2.68 -0.66 1.65  0.50
21 O -3.21 -1.59 2.09  -1.10



Entry 3
DFT (ωB97M-V with the def2-TZVPD basis set) results for a molecular structure, C4H13N2O2.

## Properties
Kohn-Sham gap   7.50 eV
Charge   -1
E_HOMO   -3.7 eV

Each line ends with the natural charge from an NBO analysis.
Cartesian coordinates (Å):
1 N -0.80 -1.78 1.19  -0.88
2 C 0.02 -1.07 0.27  -0.06
3 C -0.33 0.39 0.28  -0.48
4 C -1.80 0.89 -0.04  -0.03
5 O -1.89 2.22 -0.46  -0.86
6 C 1.62 -1.13 0.52  -0.22
7 N 2.34 -0.92 -0.74  -0.83
8 H -0.47 -2.64 1.57  0.36
9 H -1.40 -1.15 1.74  0.38
10 H -0.27 -1.59 -0.69  0.16
11 H -0.29 0.89 1.24  0.19
12 H 0.38 0.90 -0.32  0.23
13 H -2.30 0.28 -0.87  0.11
14 H -2.38 0.83 0.91  0.11
15 H 1.90 -0.37 1.25  0.19
16 H 1.93 -2.10 0.91  0.16
17 H 2.08 -1.61 -1.46  0.34
18 H 1.88 -0.13 -1.15  0.36
19 H 0.64 3.09 -1.17  0.42
20 H -0.90 2.31 -1.17  0.48
21 O 0.04 2.70 -1.81  -1.13



Here is how they stack up, most stable first: entry 1, entry 3, entry 2.



Entry 1
DFT (ωB97M-V with the def2-TZVPD basis set) results for 2 unconnected molecules or ions with the total composition C4H13N2O2.

## Properties
Kohn-Sham gap   6.85 eV
Charge   -1
E_HOMO   -2.7 eV

Each line ends with the natural charge from an NBO analysis.
Cartesian coordinates (Å):
1 N -1.15 -1.34 1.48  -0.87
2 C -0.52 -0.66 0.43  -0.10
3 C -0.32 0.76 0.95  -0.46
4 C -0.87 1.71 -0.26  0.03
5 O -0.49 1.35 -1.44  -0.93
6 C 0.86 -1.23 0.00  -0.21
7 N 0.70 -2.30 -1.07  -0.86
8 H -1.70 -0.67 2.18  0.36
9 H -0.45 -1.97 1.97  0.34
10 H -1.25 -0.73 -0.42  0.19
11 H -0.97 0.87 1.82  0.17
12 H 0.82 1.00 1.00  0.21
13 H -1.97 1.88 -0.19  0.08
14 H -0.41 2.79 0.04  0.05
15 H 1.49 -0.34 -0.34  0.22
16 H 1.37 -1.68 0.83  0.17
17 H 0.04 -3.12 -0.78  0.34
18 H 0.00 -1.94 -1.81  0.36
19 H 1.80 2.53 -1.96  0.46
20 H 1.19 1.13 -1.32  0.50
21 O 1.84 1.96 -1.11  -1.04



Entry 2
DFT (ωB97M-V with the def2-TZVPD basis set) results for 2 unconnected molecules or ions with the total composition C4H13N2O2.

## Properties
Kohn-Sham gap   7.17 eV
Charge   -1
E_HOMO   -3.1 eV

Each line ends with the natural charge from an NBO analysis.
Cartesian coordinates (Å):
1 N 2.06 -0.57 -0.31  -0.91
2 C 1.35 -0.33 -1.49  -0.22
3 C 0.34 0.90 -1.30  -0.22
4 N -0.61 0.73 -0.16  -0.69
5 C -1.10 -0.83 0.05  -0.27
6 C -0.19 -1.40 1.26  -0.04
7 O 0.58 -0.45 1.77  -0.94
8 H 1.53 -1.07 0.41  0.41
9 H 2.60 -0.05 0.26  0.37
10 H 1.97 0.02 -2.27  0.16
11 H 0.77 -1.26 -1.64  0.18
12 H -0.09 1.11 -2.28  0.16
13 H 1.04 1.80 -1.01  0.17
14 H -0.18 0.77 0.67  0.39
15 H -0.77 -1.34 -0.90  0.15
16 H -2.10 -0.89 0.03  0.16
17 H -1.02 -1.86 1.94  0.07
18 H 0.35 -2.18 0.86  0.10
19 H -1.92 1.93 0.73  0.50
20 H -2.39 2.22 2.07  0.45
21 O -2.24 2.73 1.32  -0.99



Here is how they stack up, most stable first: entry 1, entry 2.



Entry 1
DFT (ωB97M-V with the def2-TZVPD basis set) results for a gas-phase ion, C6H6N (charge +1).

## Properties
Kohn-Sham gap   7.53 eV
Charge   +1
E_HOMO   -14.2 eV

Each line ends with the natural charge from an NBO analysis.
Cartesian coordinates (Å):
1 C 1.58 -0.16 -1.69  -0.25
2 C 0.79 0.05 -0.64  -0.29
3 C 0.25 -0.84 0.40  -0.11
4 C -0.36 0.29 1.63  -0.06
5 N -1.19 1.20 0.92  -0.14
6 C -2.00 0.52 0.24  0.15
7 C -1.17 -0.52 0.74  0.19
8 H 2.04 0.54 -2.27  0.23
9 H 1.88 -1.18 -1.83  0.20
10 H 0.50 1.08 -0.45  0.21
11 H 0.54 -1.78 0.77  0.29
12 H -0.16 0.02 2.66  0.31
13 H -2.69 0.78 -0.47  0.27



Entry 2
DFT (ωB97M-V with the def2-TZVPD basis set) results for a gas-phase ion, C6H6N (charge +1).

## Properties
Kohn-Sham gap   8.87 eV
Charge   +1
E_HOMO   -14.1 eV

Each line ends with the natural charge from an NBO analysis.
Cartesian coordinates (Å):
1 C 1.80 1.55 -0.30  -0.10
2 C 0.75 1.82 0.23  -0.08
3 C -0.55 1.87 0.79  -0.14
4 C -1.38 0.81 0.83  -0.08
5 N -0.97 -0.34 0.24  -0.22
6 C -0.47 -1.13 -0.43  0.67
7 C 0.26 -2.29 -0.72  -0.73
8 H 2.58 1.67 -0.95  0.25
9 H -0.86 2.80 1.29  0.28
10 H -2.35 0.71 1.26  0.26
11 H -0.40 -3.06 -0.87  0.29
12 H 0.82 -2.00 -1.62  0.30
13 H 0.77 -2.39 0.25  0.30



Entry 3
DFT (ωB97M-V with the def2-TZVPD basis set) results for a gas-phase ion, C6H6N (charge +1).

## Properties
Kohn-Sham gap   8.84 eV
Charge   +1
E_HOMO   -15.7 eV

Each line ends with the natural charge from an NBO analysis.
Cartesian coordinates (Å):
1 C -0.14 -1.37 0.87  0.32
2 C 0.45 -3.02 -0.92  0.56
3 C 1.28 1.66 -0.25  -0.37
4 C -1.05 0.39 -0.68  -0.40
5 C -0.65 -0.07 0.73  -0.31
6 C 0.18 1.02 -0.24  0.19
7 N 0.06 -2.18 -0.17  -0.64
8 H 0.02 -1.66 1.84  0.24
9 H 2.00 1.61 0.59  0.28
10 H 1.35 2.38 -1.22  0.31
11 H -0.78 -0.25 -1.40  0.26
12 H -1.79 1.11 -0.72  0.28
13 H -0.93 0.39 1.56  0.27



Here is how they stack up, most stable first: entry 2, entry 3, entry 1.



Entry 1
DFT (ωB97M-V with the def2-TZVPD basis set) results for C4H4N2O2 in the gas phase.

## Properties
Kohn-Sham gap   9.39 eV
E_HOMO   -9.0 eV

Each line ends with the natural charge from an NBO analysis.
Cartesian coordinates (Å):
1 N -1.82 0.07 -1.19  -0.80
2 C -0.77 0.49 -0.41  0.48
3 O -0.53 1.77 -0.02  -0.42
4 C 0.62 1.71 0.71  0.31
5 N 1.14 0.52 0.95  -0.38
6 C 0.19 -0.30 0.16  -0.17
7 C 0.43 -1.71 -0.15  0.41
8 O 1.27 -2.46 0.25  -0.50
9 H -2.67 0.53 -1.13  0.39
10 H -2.08 -0.96 -1.01  0.40
11 H 1.05 2.70 1.06  0.21
12 H -0.27 -2.02 -0.98  0.08



Entry 2
DFT (ωB97M-V with the def2-TZVPD basis set) results for C4H4N2O2 in the gas phase.

## Properties
Kohn-Sham gap   9.61 eV
E_HOMO   -10.0 eV

Each line ends with the natural charge from an NBO analysis.
Cartesian coordinates (Å):
1 H -1.72 -1.13 -1.02  0.34
2 N -2.67 -0.83 -0.58  -0.63
3 C -2.30 0.05 0.31  0.21
4 N -1.04 0.53 0.51  -0.33
5 O -0.09 -0.15 -0.34  -0.38
6 C 1.09 0.50 -0.32  0.70
7 O 1.26 1.67 -0.42  -0.52
8 C 2.18 -0.36 -0.21  -0.13
9 C 3.14 -1.05 0.21  -0.11
10 H -3.10 0.51 0.92  0.19
11 H -0.85 1.50 0.29  0.40
12 H 4.10 -1.25 0.66  0.25



Here is how they stack up, most stable first: entry 1, entry 2.



Entry 1
DFT (ωB97M-V with the def2-TZVPD basis set) results for 2 unconnected molecules or ions with the total composition C4H4N2O2.

## Properties
Kohn-Sham gap   10.15 eV
E_HOMO   -9.8 eV

Each line ends with the natural charge from an NBO analysis.
Cartesian coordinates (Å):
1 C 0.45 1.04 -0.66  -0.20
2 N 1.05 0.49 0.30  0.34
3 O 0.90 0.42 1.54  -0.46
4 O 2.11 -0.32 -0.28  -0.58
5 H 0.89 0.97 -1.73  0.25
6 H -0.40 1.60 -0.37  0.22
7 H 2.92 -0.10 0.17  0.48
8 C -1.48 -0.62 1.49  -0.02
9 C -1.44 -0.89 0.29  -0.20
10 C -1.59 -0.95 -1.07  0.21
11 N -1.71 -1.15 -2.19  -0.26
12 H -1.69 -0.49 2.51  0.24



Entry 2
DFT (ωB97M-V with the def2-TZVPD basis set) results for C4H4N2O2 in the gas phase.

## Properties
Kohn-Sham gap   10.26 eV
E_HOMO   -9.6 eV

Each line ends with the natural charge from an NBO analysis.
Cartesian coordinates (Å):
1 O 1.51 -2.01 -0.51  -0.55
2 C 0.91 -0.93 -0.45  0.69
3 N 1.17 0.41 -0.87  -0.64
4 C 0.20 1.20 -0.53  0.67
5 O 0.42 2.42 -0.55  -0.58
6 C -1.07 0.54 0.26  -0.13
7 N -0.42 0.01 1.31  -0.57
8 C -0.52 -0.88 0.24  -0.19
9 H 2.10 0.67 -1.35  0.46
10 H -2.09 0.53 0.14  0.23
11 H -1.10 -0.14 2.12  0.38
12 H -1.10 -1.81 0.18  0.24



Here is how they stack up, most stable first: entry 2, entry 1.



Entry 1
DFT (ωB97M-V with the def2-TZVPD basis set) results for C4H4N2O2 in the gas phase.

## Properties
Kohn-Sham gap   9.14 eV
E_HOMO   -9.2 eV

Each line ends with the natural charge from an NBO analysis.
Cartesian coordinates (Å):
1 O 2.75 -1.03 -0.22  -0.55
2 C 1.66 -0.50 -0.16  0.60
3 C 0.52 -1.19 0.13  -0.45
4 C -0.78 -0.61 -0.02  0.51
5 O -2.22 -0.94 -0.29  -0.66
6 N -0.67 0.71 -0.29  -0.60
7 C 0.40 1.59 0.03  0.26
8 N 1.50 1.05 -0.13  -0.48
9 H 0.82 -2.35 0.24  0.26
10 H -2.49 -0.73 0.71  0.48
11 H -1.65 1.25 -0.23  0.40
12 H 0.17 2.75 0.22  0.21



Entry 2
DFT (ωB97M-V with the def2-TZVPD basis set) results for C4H4N2O2 in the gas phase.

## Properties
Kohn-Sham gap   8.74 eV
E_HOMO   -8.7 eV

Each line ends with the natural charge from an NBO analysis.
Cartesian coordinates (Å):
1 O 0.17 -0.08 -2.97  -0.51
2 N 0.19 0.72 -1.87  -0.09
3 C -0.05 0.20 -0.66  0.22
4 C 0.16 1.13 0.39  -0.30
5 C 0.04 0.87 1.65  0.11
6 O -0.82 -0.26 1.81  -0.52
7 C -0.57 -1.30 0.82  0.43
8 N -0.35 -1.16 -0.43  -0.48
9 H 0.59 -1.10 -2.56  0.45
10 H 1.06 1.88 -0.13  0.26
11 H 0.45 1.37 2.68  0.24
12 H -0.85 -2.28 1.28  0.20



Here is how they stack up, most stable first: entry 1, entry 2.